1.
DFT (wB97M-V/def2-TZVPD) results for a cluster of 2 separate species, C16H18FN2O in total at a distorted geometry.

XYZ file:
```
38
Properties=species:S:1:pos:R:3:forces:R:3
C 0.288 -1.384 -2.798 -0.3 -0.6 0.0
N 0.631 -0.155 -2.060 1.3 0.1 -1.6
C 0.331 1.052 -2.875 -0.1 0.0 -0.1
N 2.018 -0.223 -1.682 -0.6 0.5 -0.3
C 2.961 -0.247 -2.689 0.0 -0.2 -1.3
O 2.713 -0.517 -3.858 0.3 0.6 1.6
H -0.268 -1.135 -3.708 0.2 -0.2 0.3
H 1.190 -1.930 -3.079 -0.4 0.0 0.0
H -0.336 -2.022 -2.172 -0.2 0.0 -0.2
H -0.147 0.767 -3.823 0.4 0.2 0.3
H -0.390 1.672 -2.339 0.0 0.0 -0.2
H 1.229 1.641 -3.078 -0.2 -0.1 0.0
H 2.260 0.271 -0.821 -0.1 -0.2 -0.4
H 3.975 -0.011 -2.334 0.0 -0.2 0.1
F -1.206 -2.957 4.243 0.3 0.2 -1.5
C -0.804 -2.743 2.946 -0.3 0.1 1.0
C -0.292 -3.822 2.227 0.1 0.6 -0.7
C 0.159 -3.577 0.919 0.1 0.1 0.1
C 0.173 -2.283 0.410 -0.2 0.7 0.1
C -0.390 -1.171 1.135 0.0 -1.2 0.1
C -0.372 0.108 0.497 -0.9 0.6 1.9
C -0.654 1.385 1.081 0.4 0.6 0.1
C -0.585 2.540 0.230 -0.4 -0.1 0.3
C -1.036 3.790 0.646 0.2 -0.3 0.0
C -1.501 3.962 1.961 0.0 -0.4 -0.4
C -1.486 2.878 2.851 0.3 -0.4 0.0
C -0.992 1.637 2.443 -0.3 0.3 0.1
C -0.944 -1.470 2.416 0.2 -0.1 0.0
H -0.253 -4.816 2.652 -0.1 0.1 0.1
H 0.512 -4.406 0.295 0.0 0.4 0.4
H 0.633 -2.058 -0.556 -0.2 -0.3 0.6
H -0.185 0.105 -0.581 0.4 -0.2 0.1
H -0.154 2.417 -0.759 -0.3 0.1 0.2
H -1.025 4.628 -0.056 0.1 -0.3 0.3
H -1.853 4.945 2.279 0.0 -0.3 0.0
H -1.854 2.996 3.875 0.3 0.0 -0.4
H -0.849 0.860 3.189 -0.2 0.4 -0.2
H -1.498 -0.724 2.976 0.1 -0.5 -0.1
```
Forces are in eV/Å.

Computed properties:
* max |F|: 2.13 eV Å⁻¹
* net charge: +1
* relative energy (zero: lowest compared OMol25 entry of this formula, charge and spin): 126.7 kJ/mol
* HOMO: -12.478 eV
* HOMO-LUMO gap: 6.5 eV
* LUMO energy: -5.9872 eV


2.
DFT (wB97M-V/def2-TZVPD) results for an isolated molecule of C21H17N3O2S at a distorted geometry.

XYZ file:
```
44
Properties=species:S:1:pos:R:3:forces:R:3
C 0.748 0.844 3.097 -1.0 -0.4 -0.1
O 0.209 1.366 1.900 -1.0 0.4 -0.7
C -1.193 1.731 2.021 0.7 -0.9 1.0
C -2.087 0.571 2.456 -0.4 -1.4 -1.0
C -2.916 0.652 3.561 0.2 -1.5 -0.5
N -3.080 1.707 4.423 0.5 2.2 0.9
C -2.750 2.832 4.746 0.3 -1.3 -0.6
S -2.247 4.269 5.195 -0.6 -0.9 -0.2
N -3.691 -0.464 3.922 -0.3 -1.2 -1.0
C -3.804 -1.625 3.139 0.4 1.4 0.1
C -3.074 -1.728 1.957 -0.8 -1.2 0.6
N -3.032 -2.742 1.008 -2.2 0.0 3.1
C -2.171 -2.304 0.134 -0.2 -1.4 -1.4
C -1.841 -3.003 -1.032 1.9 -0.1 -1.9
C -0.820 -2.501 -1.868 -2.0 -1.9 0.7
C -0.216 -1.281 -1.566 0.2 2.9 1.3
O 0.793 -0.816 -2.401 -0.2 -0.4 0.4
C 1.579 0.341 -2.040 -0.5 -0.7 -0.5
C 2.698 0.429 -3.038 -0.2 0.1 -0.3
C 2.484 0.141 -4.391 1.2 -0.3 0.1
C 3.576 0.154 -5.280 -1.4 -0.3 -0.5
C 4.820 0.564 -4.850 0.1 -0.1 -0.2
C 4.999 0.923 -3.525 0.2 -0.2 0.1
C 3.946 0.850 -2.621 0.6 0.0 -0.2
C -0.685 -0.510 -0.481 0.9 -1.0 -1.2
C -1.626 -1.074 0.411 1.6 2.2 -0.3
C -2.187 -0.672 1.620 0.6 3.3 1.4
H 0.608 -0.238 3.127 0.1 -0.1 0.0
H 1.784 1.091 3.197 0.6 0.2 -0.3
H 0.227 1.255 3.948 -0.2 0.3 0.5
H -1.601 2.114 1.106 0.4 0.0 -0.9
H -1.215 2.569 2.709 -0.3 0.1 0.5
H -4.210 -0.414 4.807 0.4 0.0 -0.8
H -4.519 -2.389 3.448 0.3 0.3 0.2
H -2.315 -3.967 -1.236 0.2 0.4 0.0
H -0.561 -3.102 -2.743 0.2 0.5 0.2
H 0.977 1.234 -2.184 -0.4 0.2 0.4
H 1.971 0.284 -1.013 -0.3 -0.1 -0.2
H 1.516 -0.193 -4.715 -0.2 -0.1 -0.1
H 3.425 -0.197 -6.329 0.1 0.5 1.0
H 5.635 0.569 -5.562 0.1 0.0 0.2
H 5.994 1.156 -3.171 0.0 0.2 0.0
H 4.151 1.103 -1.587 -0.2 -0.1 0.0
H -0.302 0.472 -0.299 0.3 0.2 0.1
```
Forces are in eV/Å.

Computed properties:
* max |F|: 3.80 eV Å⁻¹
* structure (SMILES): COCc1c(N=C=S)[nH]cc2nc3ccc(OCc4ccccc4)cc3c1-2
* relative energy (zero: lowest compared OMol25 entry of this formula, charge and spin): 343.3 kJ/mol
* HOMO: -6.970 eV
* HOMO-LUMO gap: 6.4 eV
* LUMO energy: -0.5799 eV


3.
DFT (wB97M-V/def2-TZVPD) results for the ion C4H9INO with charge +1 at a distorted geometry.

XYZ file:
```
16
Properties=species:S:1:pos:R:3:forces:R:3
C 0.083 -0.676 -1.379 1.3 -0.4 -1.0
C -0.002 -0.084 -0.026 -1.6 1.9 0.8
C -0.725 1.289 0.035 2.2 1.8 1.5
N 1.345 0.224 0.572 1.6 -3.2 0.3
C -0.747 -0.983 0.992 -0.9 -1.2 -0.1
O -0.394 -1.125 2.113 0.1 0.3 -0.4
I -2.597 -2.091 0.240 1.3 0.9 0.6
H 0.614 -0.070 -2.142 -0.6 0.4 0.6
H -0.985 -0.825 -1.766 1.9 -0.7 0.5
H 0.889 -1.466 -1.221 -1.9 -0.5 -0.9
H -1.806 1.199 0.057 0.0 0.2 -0.6
H -0.239 2.038 -0.767 -1.5 -1.7 1.7
H -0.435 1.690 1.126 -0.9 -0.4 -2.3
H 2.109 -0.408 0.097 -1.5 1.6 1.4
H 1.353 0.108 1.633 -0.2 -0.4 -1.3
H 1.536 1.182 0.437 0.7 1.5 -0.6
```
Forces are in eV/Å.

Computed properties:
* max |F|: 3.55 eV Å⁻¹
* structure (SMILES): CC(C)([NH3+])C(=O)I
* net charge: +1
* relative energy (zero: lowest compared OMol25 entry of this formula, charge and spin): 70.2 kJ/mol
* HOMO: -13.474 eV
* HOMO-LUMO gap: 9.7 eV
* LUMO energy: -3.8048 eV


4.
DFT (wB97M-V/def2-TZVPD) results for an isolated molecule of C10H9NO at a distorted geometry.

XYZ file:
```
21
Properties=species:S:1:pos:R:3:forces:R:3
C 1.209 -1.860 -1.179 -0.5 1.2 0.0
C 1.980 -0.720 -1.105 0.9 -0.6 -0.1
C -0.098 -2.062 -0.519 0.7 1.4 0.6
C -0.789 0.285 0.223 2.1 -2.2 0.1
C 0.411 0.973 0.170 1.2 -2.5 -2.1
C -0.931 -1.208 0.156 1.5 1.2 -1.9
C 1.644 0.445 -0.425 -0.9 3.7 0.8
C 0.681 2.353 0.356 1.3 1.5 -0.6
C -0.188 3.273 0.778 -3.9 -2.4 0.4
C -2.149 -1.720 0.798 -1.4 -1.3 0.0
N 1.926 2.757 -0.115 -1.4 -0.8 0.8
O 2.494 1.677 -0.615 -0.2 -3.4 -0.1
H 1.516 -2.678 -1.829 0.2 0.2 0.4
H 3.016 -0.661 -1.507 -1.0 -0.4 -0.1
H -0.328 -3.091 -0.470 -0.6 -1.1 0.0
H -1.659 0.693 0.605 -1.4 1.4 0.6
H 0.060 4.243 0.935 0.6 2.7 0.3
H -1.279 2.930 0.898 1.9 0.8 0.1
H -2.560 -1.001 1.503 0.3 -0.3 0.6
H -1.922 -2.729 1.199 -0.4 0.7 0.4
H -3.032 -1.901 0.143 0.8 0.2 -0.2
```
Forces are in eV/Å.

Computed properties:
* max |F|: 4.56 eV Å⁻¹
* relative energy (zero: lowest compared OMol25 entry of this formula, charge and spin): 542.3 kJ/mol
* HOMO (alpha / beta): -6.682 / -7.908 eV
* HOMO-LUMO gap (alpha / beta): 6.2 / 7.4 eV
* LUMO energy (alpha / beta): -0.4425 / -0.5510 eV